Molecular formula: C3H3ClFNOS
Method: DFT, the ωB97M-V functional and the def2-TZVPD basis

Its SMILES is NC(=S)C(=O)[C@H](F)Cl. Its HOMO-LUMO gap is 0.28563 hartree. The calculation puts the LUMO energy at -1.149 eV. Its energy relative to the best compared isomer or geometry (same formula, charge and spin) is 10.5 kcal/mol. The maximum force comes out at 0.05493 hartree/bohr. The value obtained for the HOMO energy is -8.92 eV.

Each line ends with the Mulliken charge.
Positions of all 11 atoms, in Å:
N1 -0.13861 -1.95758 -0.26649  -0.273
C1 0.50729 -0.90628 0.13103  -0.164
S1 1.84771 -0.91619 1.11713  -0.280
C2 -0.33697 0.28649 -0.35234  0.727
O1 -1.35061 0.04918 -0.95826  -0.570
C3 -0.06888 1.65789 0.16852  0.140
F1 -1.07088 2.53742 -0.14598  -0.228
Cl1 1.53027 2.27487 -0.21965  -0.118
H1 -1.00137 -1.76010 -0.80891  0.304
H2 0.09528 -2.90211 0.07483  0.215
H3 -0.01323 1.63642 1.26012  0.246